1.
One molecule with the formula C15H18N4OS. Source: the OMol25 dataset; level of theory: wB97M-V/def2-TZVPD.

Cartesian coordinates (Å):
C 1.909 -3.908 0.173
C 0.505 -4.018 0.703
O -0.091 -5.072 0.757
C -0.138 -2.744 1.113
C 0.578 -1.570 1.340
C -0.083 -0.392 1.615
C -1.477 -0.356 1.662
N -2.162 0.841 1.880
C -1.870 2.070 1.368
S -2.691 3.392 1.922
N -0.929 2.132 0.404
C -0.588 3.355 -0.279
C 0.872 3.355 -0.731
C 1.122 2.577 -2.031
N 0.965 1.153 -1.883
C -0.161 0.418 -2.139
C 0.152 -0.876 -1.837
N 1.437 -0.948 -1.401
C 1.893 0.274 -1.439
C -2.194 -1.543 1.516
C -1.528 -2.717 1.242
H 1.973 -3.092 -0.546
H 2.197 -4.849 -0.290
H 2.592 -3.700 0.995
H 1.654 -1.571 1.308
H 0.480 0.508 1.813
H -3.015 0.803 2.420
H -0.662 1.262 -0.039
H -0.765 4.168 0.430
H -1.249 3.517 -1.141
H 1.178 4.387 -0.903
H 1.496 2.946 0.066
H 0.430 2.922 -2.804
H 2.144 2.771 -2.371
H -1.056 0.861 -2.527
H -0.459 -1.753 -1.901
H 2.886 0.565 -1.162
H -3.271 -1.528 1.598
H -2.072 -3.639 1.099

Kohn-Sham gap: 8.54 eV
HOMO energy: -8.3 eV
Total energy: -1274.87268 a.u.
Strongest force on any atom: 0.774 eV/A
SMILES string: CC(=O)c1ccc(NC(=S)NCCCn2ccnc2)cc1
Multiplicity: 1

2.
One molecule with the formula C5H9N3O4 at a distorted geometry. Source: the OMol25 dataset; level of theory: wB97M-V/def2-TZVPD.

Cartesian coordinates (Å):
H 2.596 0.064 -1.232
N 3.046 -0.851 -1.235
C 2.254 -1.842 -1.214
N 2.831 -3.003 -1.267
N 0.916 -1.747 -1.198
O 0.197 -0.531 -1.085
C -0.112 -0.193 0.259
C -1.171 0.922 0.200
C -1.473 1.568 1.554
O -0.802 1.190 2.536
C -2.559 2.591 1.613
O -2.889 3.048 2.700
O -3.168 2.919 0.465
H 3.839 -2.893 -1.434
H 2.526 -3.624 -0.504
H 0.449 -2.464 -1.720
H -0.500 -1.075 0.777
H 0.812 0.098 0.762
H -0.827 1.717 -0.459
H -2.085 0.573 -0.220
H -3.880 3.533 0.703

Kohn-Sham gap: 8.05 eV
HOMO energy: -8.8 eV
Total energy: -661.07359 a.u.
Strongest force on any atom: 5.809 eV/A
SMILES string: [H]/N=C(/N)NOCCC(=O)C(=O)O
Multiplicity: 1

3.
One molecule with the formula C16H28N4O3. Source: the OMol25 dataset; level of theory: wB97M-V/def2-TZVPD.

Cartesian coordinates (Å):
O 1.563 1.087 -0.489
C 1.775 1.493 0.626
C 2.904 2.411 1.073
C 2.828 3.875 0.628
C 3.521 4.599 1.789
C 3.179 3.760 3.035
N 2.725 2.487 2.506
C 1.546 1.910 2.872
O 1.006 1.959 3.946
N 1.059 1.217 1.751
C -0.127 0.388 1.835
C 0.214 -1.020 2.323
C 0.842 -1.888 1.230
C -0.208 -2.624 0.390
N -1.135 -1.708 -0.251
C -2.474 -2.236 -0.450
C -2.567 -3.223 -1.627
N -2.076 -2.661 -2.877
C -3.004 -1.755 -3.528
C -4.039 -2.544 -4.343
O -4.889 -1.703 -5.084
C -0.737 -2.127 -2.675
C -0.650 -1.140 -1.502
H 3.875 1.973 0.814
H 3.312 4.048 -0.330
H 1.782 4.180 0.554
H 3.184 5.628 1.889
H 4.599 4.603 1.629
H 4.052 3.612 3.676
H 2.381 4.200 3.638
H -0.800 0.874 2.546
H -0.586 0.338 0.848
H 0.892 -0.932 3.174
H -0.704 -1.491 2.676
H 1.466 -1.271 0.584
H 1.485 -2.644 1.687
H -0.784 -3.272 1.057
H 0.315 -3.274 -0.328
H -2.811 -2.719 0.470
H -3.132 -1.381 -0.638
H -3.600 -3.547 -1.763
H -1.959 -4.107 -1.408
H -2.436 -1.125 -4.220
H -3.536 -1.089 -2.833
H -4.699 -3.112 -3.685
H -3.511 -3.251 -4.997
H -4.352 -1.171 -5.683
H -0.402 -1.646 -3.596
H -0.079 -2.983 -2.489
H 0.375 -0.796 -1.371
H -1.270 -0.265 -1.724

Kohn-Sham gap: 8.30 eV
HOMO energy: -7.5 eV
Total energy: -1071.24693 a.u.
Strongest force on any atom: 0.500 eV/A
SMILES string: O=C1[C@H]2CCCN2C(=O)N1CCCCN1CCN(CCO)CC1
Multiplicity: 1

4.
One molecule with the formula C4H2N2 at a distorted geometry. Source: the OMol25 dataset; level of theory: wB97M-V/def2-TZVPD.

Cartesian coordinates (Å):
C -0.152 0.371 -1.211
C -0.387 0.150 1.149
C -0.765 0.699 -0.029
C 1.189 -0.923 0.149
N 0.881 -0.614 -1.035
N 0.663 -0.692 1.271
H -0.590 0.430 -2.288
H -0.840 0.579 1.995

Kohn-Sham gap (spin up / spin down): 7.53 / 9.76 eV
HOMO energy (spin up / spin down): -8.9 / -10.1 eV
Total energy: -262.94832 a.u.
Strongest force on any atom: 2.547 eV/A
Multiplicity: 1

5.
A 6-piece molecular cluster, C20H43BCl2NO16P overall at a distorted geometry. Source: the OMol25 dataset; level of theory: wB97M-V/def2-TZVPD.

Cartesian coordinates (Å):
C 6.337 -1.845 2.746
C 5.135 -1.941 1.637
B 3.776 -2.755 2.192
C 3.776 -4.344 2.611
Cl 4.990 -4.763 3.989
C 2.326 -4.936 3.104
C 1.169 -4.979 1.932
Cl 1.712 -4.153 4.713
P 2.170 -1.643 2.250
N 1.952 -0.949 3.901
O 2.326 -0.269 1.190
H 5.976 -1.815 3.867
H 7.099 -0.949 2.561
H 6.967 -2.851 2.644
H 4.873 -0.819 1.329
H 5.471 -2.466 0.633
H 4.152 -4.986 1.679
H 2.525 -6.076 3.399
H 0.758 -6.080 1.724
H 1.479 -4.432 0.938
H 0.226 -4.388 2.362
H 1.050 -1.394 4.237
H 2.743 -1.201 4.534
H 1.593 -0.228 0.508
C 1.309 -11.957 2.698
O 1.439 -10.608 3.141
C 2.129 -10.466 4.301
O 2.621 -11.369 4.958
O 2.176 -9.144 4.603
C 2.877 -8.841 5.808
H 0.741 -11.953 1.763
H 2.293 -12.396 2.500
H 0.758 -12.554 3.432
H 3.923 -9.155 5.735
H 2.389 -9.313 6.667
H 2.852 -7.758 5.950
C 2.442 2.620 0.559
O 1.172 2.804 -0.064
C 1.233 3.343 -1.308
O 2.250 3.666 -1.901
O -0.035 3.461 -1.778
C -0.126 4.018 -3.087
H 2.274 2.183 1.547
H 3.060 1.928 -0.023
H 2.951 3.581 0.689
H 0.390 3.383 -3.814
H 0.280 5.035 -3.103
H -1.183 4.066 -3.362
C -3.310 0.590 -5.211
O -4.068 1.107 -6.303
C -4.079 2.462 -6.382
O -3.512 3.230 -5.621
O -4.831 2.814 -7.456
C -4.932 4.221 -7.665
H -3.370 -0.501 -5.245
H -2.258 0.879 -5.301
H -3.726 0.929 -4.257
H -3.945 4.656 -7.853
H -5.413 4.705 -6.809
H -5.555 4.388 -8.548
C -6.578 0.813 1.020
O -6.172 0.933 -0.342
C -5.453 2.051 -0.614
O -5.144 2.918 0.189
O -5.136 2.037 -1.933
C -4.373 3.162 -2.365
H -7.146 -0.116 1.123
H -5.706 0.758 1.679
H -7.228 1.647 1.304
H -3.412 3.201 -1.841
H -4.934 4.090 -2.216
H -4.176 3.047 -3.434
C 1.034 6.755 -0.757
O 0.529 7.814 -1.569
C -0.532 8.470 -1.035
O -1.057 8.228 0.040
O -0.906 9.443 -1.904
C -2.020 10.221 -1.470
H 1.879 6.301 -1.281
H 1.391 7.142 0.203
H 0.269 5.987 -0.606
H -1.784 10.746 -0.539
H -2.907 9.591 -1.347
H -2.232 10.967 -2.241

Kohn-Sham gap: 7.50 eV
HOMO energy: -8.3 eV
Total energy: -3332.98092 a.u.
Strongest force on any atom: 2.756 eV/A
SMILES string: CCB([C@@H](Cl)[C@H](C)Cl)P(N)O.COC(=O)OC.COC(=O)OC.COC(=O)OC.COC(=O)OC.COC(=O)OC
Multiplicity: 1

6.
One molecule with the formula C5H8N2. Source: the OMol25 dataset; level of theory: wB97M-V/def2-TZVPD.

Cartesian coordinates (Å):
C -2.291 -0.193 -0.024
C -0.863 0.217 0.154
C -0.230 1.208 -0.506
N 1.177 1.114 -0.299
C 1.338 -0.142 0.347
N 2.541 -0.805 0.098
C 0.154 -0.585 0.836
H -2.413 -0.768 -0.951
H -2.640 -0.825 0.798
H -2.935 0.687 -0.090
H -0.557 1.810 -1.343
H 1.461 1.839 0.372
H 2.320 -1.762 -0.160
H 2.951 -0.360 -0.719
H -0.012 -1.436 1.486

Kohn-Sham gap: 8.51 eV
HOMO energy: -7.5 eV
Total energy: -304.78234 a.u.
Strongest force on any atom: 0.696 eV/A
SMILES string: Cc1c[nH]c(N)c1
Multiplicity: 1

7.
C43H86CuKN6O23 as an isolated structure at a distorted geometry. Source: the OMol25 dataset; level of theory: wB97M-V/def2-TZVPD.

Cartesian coordinates (Å):
K -1.030 5.666 -1.805
Cu 0.900 -3.040 0.023
C -3.193 -2.943 2.569
C -2.806 -2.470 3.951
N -1.442 -2.005 4.145
C -0.355 -2.808 4.230
C 0.749 -2.013 4.288
N 0.308 -0.730 4.420
C -1.021 -0.749 4.278
C 1.187 0.437 4.477
H -3.141 -2.085 1.888
H -4.231 -3.253 2.565
H -2.538 -3.672 2.092
H -2.843 -3.324 4.638
H -3.548 -1.786 4.355
H -0.413 -3.879 4.158
H 1.801 -2.236 4.358
H -1.650 0.123 4.364
H 2.231 0.290 4.245
H 1.018 0.864 5.472
H 0.731 1.259 3.921
N 3.427 -1.997 1.910
O 2.391 -1.997 1.163
O 3.553 -1.111 2.774
O 4.266 -2.900 1.813
C -0.506 0.701 0.966
C -0.463 1.895 0.217
C -0.162 1.851 -1.267
O -0.221 2.856 -2.026
C 0.152 0.638 -1.885
C 0.365 -0.488 -1.088
C -0.120 -0.514 0.386
O -0.347 -1.644 0.918
O 0.901 -1.554 -1.513
O -0.768 2.963 0.800
H -0.715 0.812 2.015
H 0.494 0.531 -2.899
C 8.363 -0.524 -2.644
C 7.150 -1.145 -3.288
O 6.108 -0.208 -3.565
C 4.939 -0.681 -3.925
O 4.680 -1.821 -4.157
O 4.057 0.300 -3.837
C 2.723 -0.002 -4.217
H 8.961 0.123 -3.286
H 9.038 -1.346 -2.392
H 8.197 0.009 -1.706
H 6.815 -2.036 -2.758
H 7.501 -1.518 -4.256
H 2.219 0.959 -4.108
H 2.262 -0.645 -3.465
H 2.524 -0.354 -5.227
C 3.636 0.688 -0.521
C 5.095 0.534 -0.182
O 5.451 1.578 0.757
C 6.762 1.734 0.976
O 7.634 1.087 0.450
O 6.888 2.701 1.907
C 8.136 2.725 2.585
H 2.952 0.755 0.329
H 3.300 -0.223 -1.025
H 3.484 1.559 -1.158
H 5.666 0.742 -1.086
H 5.330 -0.433 0.258
H 8.984 2.623 1.900
H 8.287 1.994 3.376
H 8.279 3.754 2.918
C -1.981 0.627 -5.185
C -2.367 -0.383 -4.090
O -2.788 -1.606 -4.701
C -4.060 -1.958 -4.619
O -4.896 -1.470 -3.911
O -4.320 -2.807 -5.604
C -5.665 -3.180 -5.864
H -1.568 1.489 -4.650
H -2.697 0.979 -5.920
H -1.096 0.180 -5.644
H -3.140 0.058 -3.463
H -1.478 -0.594 -3.506
H -6.216 -3.254 -4.925
H -5.742 -4.184 -6.277
H -6.073 -2.459 -6.569
C -6.497 -4.741 2.919
O -6.355 -4.044 4.170
C -7.273 -2.976 4.277
C -6.696 -1.672 3.761
N -7.690 -0.627 3.934
C -7.186 0.726 3.814
C -6.390 1.166 2.593
O -5.108 0.560 2.500
C -4.380 0.902 1.335
H -6.114 -4.077 2.139
H -7.552 -4.998 2.864
H -5.845 -5.611 2.891
H -7.443 -2.807 5.348
H -8.297 -3.274 4.015
H -6.279 -1.757 2.750
H -5.853 -1.433 4.414
H -8.497 -0.857 3.368
H -6.444 0.839 4.615
H -7.992 1.427 4.015
H -6.146 2.232 2.705
H -7.010 1.055 1.692
H -4.987 1.572 0.715
H -4.323 0.056 0.644
H -3.420 1.352 1.569
C -3.321 7.992 -0.415
O -2.512 7.303 0.490
C -1.298 7.931 0.836
C -0.407 6.979 1.657
N 0.103 5.923 0.771
C 1.563 5.957 0.703
C 2.207 5.133 -0.419
O 2.211 5.832 -1.650
C 2.940 5.174 -2.667
H -4.250 7.482 -0.657
H -2.845 8.122 -1.404
H -3.516 9.022 -0.100
H -1.537 8.885 1.327
H -0.669 8.273 -0.002
H -0.894 6.482 2.497
H 0.435 7.541 2.063
H -0.313 5.021 0.984
H 2.018 5.732 1.673
H 1.933 6.947 0.408
H 1.599 4.225 -0.550
H 3.215 4.887 -0.069
H 4.003 5.046 -2.449
H 2.724 5.723 -3.579
H 2.557 4.153 -2.808
C 5.010 -6.954 -2.477
O 4.449 -5.885 -1.778
C 4.173 -4.741 -2.549
C 3.350 -3.707 -1.774
N 2.092 -4.301 -1.265
C 1.227 -4.713 -2.386
C -0.215 -5.036 -1.943
O -0.756 -3.886 -1.306
C -2.131 -3.640 -1.474
H 4.473 -7.387 -3.340
H 4.999 -7.787 -1.773
H 5.991 -6.758 -2.923
H 3.726 -5.017 -3.511
H 5.117 -4.232 -2.779
H 3.192 -2.801 -2.354
H 4.100 -3.447 -1.021
H 2.467 -5.192 -0.918
H 1.496 -5.642 -2.892
H 1.136 -3.878 -3.079
H -0.283 -5.900 -1.277
H -0.799 -5.205 -2.850
H -2.449 -3.423 -2.498
H -2.375 -2.752 -0.887
H -2.746 -4.455 -1.076
C -2.035 3.961 3.766
O -1.465 2.662 3.828
H -1.978 4.472 4.727
H -1.691 4.572 2.938
H -3.118 3.817 3.649
H -1.418 2.419 2.889

Kohn-Sham gap (spin up / spin down): 7.54 / 5.91 eV
HOMO energy (spin up / spin down): -9.8 / -9.8 eV
Total energy: -5989.06255 a.u.
Strongest force on any atom: 3.025 eV/A
Charge: +1
Multiplicity: 2

8.
C28H32BrF5InN8O4PTe as an isolated structure. Source: the OMol25 dataset; level of theory: wB97M-V/def2-TZVPD.

Cartesian coordinates (Å):
In 0.466 -0.333 0.383
O 2.911 1.291 -2.822
C 2.048 1.169 -1.950
N 1.676 0.031 -1.360
C 2.325 -1.167 -1.857
C 1.437 -2.377 -1.729
C 1.692 -3.533 -2.459
C 0.895 -4.642 -2.265
C -0.144 -4.581 -1.342
C -0.336 -3.402 -0.660
N 0.425 -2.323 -0.862
C 1.287 2.411 -1.531
C 1.623 3.619 -2.132
C 0.921 4.756 -1.777
C -0.085 4.652 -0.827
C -0.347 3.408 -0.280
N 0.314 2.303 -0.629
H 3.243 -1.381 -1.297
H 2.611 -1.028 -2.901
H 2.522 -3.550 -3.153
H 1.084 -5.553 -2.816
H -0.779 -5.433 -1.147
H -1.113 -3.305 0.090
H 2.424 3.622 -2.855
H 1.153 5.711 -2.232
H -0.664 5.511 -0.517
H -1.129 3.287 0.461
C 4.881 2.262 2.666
C 3.384 2.237 2.762
C 2.671 3.009 3.667
C 1.289 2.926 3.713
C 0.669 2.047 2.847
Br -1.228 1.970 2.849
N 1.320 1.287 1.982
C 2.653 1.394 1.937
H 5.309 2.961 3.383
H 5.202 2.557 1.666
H 5.289 1.270 2.864
H 3.191 3.681 4.339
H 0.703 3.521 4.397
H 3.152 0.748 1.228
O -2.802 -0.800 1.458
C -2.022 -1.262 2.270
C -2.453 -1.963 3.544
C -1.142 -2.366 4.189
C -0.096 -1.783 3.266
O 1.102 -1.850 3.539
N -0.650 -1.203 2.164
H -3.106 -2.796 3.287
H -3.039 -1.261 4.137
H -0.973 -3.442 4.212
H -0.987 -1.986 5.197
C -3.271 -0.359 -3.777
N -3.910 -0.834 -2.552
C -4.762 0.230 -2.023
N -4.060 1.494 -1.802
C -3.410 1.893 -3.049
N -2.518 0.878 -3.603
C -1.348 0.678 -2.744
P -1.806 0.114 -1.034
C -2.923 -1.273 -1.569
C -3.105 1.391 -0.700
H -4.052 -0.179 -4.519
H -2.603 -1.135 -4.156
H -5.206 -0.102 -1.083
H -5.561 0.410 -2.744
H -2.843 2.811 -2.877
H -4.189 2.096 -3.786
H -0.794 1.617 -2.681
H -0.679 -0.059 -3.196
H -3.430 -1.670 -0.693
H -2.318 -2.069 -2.006
H -2.625 2.361 -0.550
H -3.622 1.120 0.220
F 1.058 -3.575 1.848
Te 2.774 -2.695 2.048
F 3.484 -1.705 3.494
F 2.979 -3.855 0.549
F 4.605 -2.539 1.596
F 3.068 -4.130 3.180
O 2.289 -1.227 1.110

Kohn-Sham gap: 8.57 eV
HOMO energy: -8.6 eV
Total energy: -5698.19223 a.u.
Strongest force on any atom: 0.816 eV/A
Multiplicity: 1

9.
One molecule with the formula C2H3NO2 at a distorted geometry. Source: the OMol25 dataset; level of theory: wB97M-V/def2-TZVPD.

Cartesian coordinates (Å):
C -0.065 0.247 -0.016
C 2.404 -0.095 0.966
N 1.101 0.143 0.818
O -0.009 -0.304 -1.283
O 2.112 1.220 1.018
H -0.323 1.289 -0.217
H -0.871 -0.241 0.556
H 0.501 -1.136 -1.218

Kohn-Sham gap (spin up / spin down): 6.96 / 7.41 eV
HOMO energy (spin up / spin down): -6.5 / -9.9 eV
Total energy: -282.91097 a.u.
Strongest force on any atom: 5.015 eV/A
Multiplicity: 3

10.
One molecule with the formula C4H9NO2 at a distorted geometry. Source: the OMol25 dataset; level of theory: wB97M-V/def2-TZVPD.

Cartesian coordinates (Å):
C 1.959 0.740 0.156
C 0.742 0.514 -0.685
O -0.632 1.371 0.037
C -1.100 0.157 0.397
N -2.456 -0.052 0.191
C 0.048 -0.770 -0.632
O 0.720 -1.824 0.000
H 1.801 0.383 1.173
H 2.793 0.173 -0.266
H 2.224 1.795 0.177
H 0.730 1.039 -1.634
H -0.759 -0.240 1.371
H -2.916 -0.792 0.699
H -2.989 0.686 -0.243
H -0.430 -1.100 -1.554
H 0.266 -2.080 0.812

Kohn-Sham gap: 8.81 eV
HOMO energy: -7.9 eV
Total energy: -362.95157 a.u.
Strongest force on any atom: 3.971 eV/A
SMILES string: C[C@@H]1O[C@@H](N)[C@@H]1O
Multiplicity: 1